17
Properties=species:S:1:pos:R:3 method="wB97M-V/def2-TZVPD" total_charge=+1 largest_force_ev_per_a=5.4 spin_multiplicity=1
C -0.406 2.054 0.231
C -0.844 -0.495 -0.157
N -0.354 -1.632 0.632
N -0.879 -0.805 -1.600
N -0.012 0.634 0.340
N 1.400 0.196 0.495
Br 0.540 -1.791 -2.342
H -1.380 2.013 -0.171
H -0.464 2.440 1.253
H 0.075 2.867 -0.340
H -2.149 -0.133 -0.006
H 0.638 -1.386 0.533
H -0.531 -1.454 1.621
H -1.107 0.009 -2.162
H 1.758 0.371 -0.399
H -0.784 -2.617 0.337
H 1.806 0.740 1.206

---

246
Properties=species:S:1:pos:R:3 method="wB97M-V/def2-TZVPD" total_charge=0 largest_force_ev_per_a=3.8 spin_multiplicity=1
C -17.444 12.458 -4.881
C -17.518 13.465 -3.687
C -16.193 14.271 -3.398
O -16.581 15.589 -3.108
C -17.892 15.740 -3.544
O -18.481 16.752 -3.499
O -18.429 14.529 -3.951
H -18.432 12.002 -5.076
H -16.723 11.646 -4.602
H -16.999 12.945 -5.761
H -17.896 13.088 -2.729
H -15.581 14.307 -4.313
H -15.657 13.878 -2.529
C -20.109 8.371 -1.788
C -20.324 9.208 -3.007
C -21.788 9.695 -3.239
O -21.790 10.865 -2.435
C -20.562 11.367 -2.367
O -20.297 12.317 -1.755
O -19.669 10.439 -2.834
H -19.059 8.102 -1.618
H -20.690 7.419 -1.917
H -20.481 8.915 -0.904
H -20.063 8.797 -3.993
H -22.540 9.013 -2.844
H -21.924 9.984 -4.265
C -28.560 12.445 -11.075
C -27.993 11.231 -11.855
C -26.528 10.831 -11.654
O -26.539 9.417 -11.573
C -27.873 9.059 -11.378
O -28.151 7.923 -11.207
O -28.701 10.100 -11.340
H -28.631 12.168 -10.001
H -29.540 12.741 -11.503
H -27.832 13.263 -11.207
H -28.163 11.152 -12.944
H -26.180 11.237 -10.722
H -25.890 11.084 -12.511
C -30.846 17.544 -10.972
C -30.157 17.333 -9.584
C -31.037 17.261 -8.326
O -30.363 16.218 -7.551
C -29.483 15.526 -8.382
O -28.822 14.573 -7.998
O -29.495 16.036 -9.635
H -31.457 16.670 -11.110
H -30.166 17.678 -11.819
H -31.529 18.377 -10.964
H -29.361 18.086 -9.335
H -31.979 16.912 -8.640
H -31.114 18.234 -7.843
C -25.395 14.451 -3.316
C -26.489 13.483 -3.532
C -26.917 12.582 -2.407
O -28.332 12.538 -2.609
C -28.695 13.656 -3.320
O -29.859 13.905 -3.561
O -27.650 14.333 -3.717
H -25.512 15.177 -4.157
H -24.444 13.979 -3.389
H -25.500 15.043 -2.410
H -26.384 12.874 -4.429
H -26.730 12.987 -1.387
H -26.451 11.596 -2.419
C -27.215 6.755 -7.475
C -26.421 5.665 -8.213
C -26.979 5.274 -9.589
O -25.756 5.212 -10.427
C -24.775 5.953 -9.823
O -23.650 6.133 -10.240
O -25.141 6.312 -8.571
H -28.270 6.513 -7.294
H -27.099 7.634 -8.096
H -26.780 7.019 -6.492
H -26.180 4.749 -7.647
H -27.582 6.081 -9.979
H -27.518 4.349 -9.474
C -21.284 15.126 -2.162
C -21.773 16.520 -2.700
C -21.472 16.701 -4.176
O -22.601 17.375 -4.689
C -23.565 17.333 -3.814
O -24.645 17.790 -3.903
O -23.209 16.654 -2.705
H -21.914 14.398 -2.692
H -21.391 15.013 -1.102
H -20.300 14.943 -2.490
H -21.467 17.432 -2.158
H -21.566 15.769 -4.710
H -20.545 17.217 -4.350
C -21.067 16.937 -7.691
C -19.653 16.546 -7.981
C -18.821 16.183 -6.751
O -18.070 15.032 -7.184
C -18.557 14.595 -8.384
O -18.145 13.633 -8.954
O -19.591 15.348 -8.767
H -21.129 17.813 -7.019
H -21.540 16.080 -7.203
H -21.653 17.184 -8.568
H -19.085 17.276 -8.557
H -19.396 15.921 -5.886
H -18.126 17.012 -6.552
C -27.563 16.847 -5.443
C -27.029 17.868 -6.529
C -26.536 19.243 -6.073
O -25.515 19.507 -7.015
C -25.111 18.351 -7.597
O -24.168 18.284 -8.316
O -25.914 17.321 -7.172
H -28.509 17.126 -5.040
H -26.818 16.937 -4.630
H -27.612 15.811 -5.794
H -27.793 18.029 -7.333
H -26.115 19.203 -5.075
H -27.368 19.966 -6.180
C -29.107 7.772 -2.771
C -27.734 7.940 -3.495
C -27.187 9.319 -3.529
O -25.805 9.067 -3.577
C -25.533 7.869 -3.111
O -24.408 7.449 -2.875
O -26.661 7.174 -2.828
H -29.013 8.226 -1.775
H -29.443 6.736 -2.704
H -29.835 8.344 -3.285
H -27.752 7.597 -4.533
H -27.444 9.837 -2.635
H -27.454 9.950 -4.376
O -23.856 11.378 -11.813
P -22.886 11.362 -12.925
N -21.521 12.426 -12.698
C -20.528 12.774 -13.743
C -21.063 12.626 -11.309
N -23.334 11.850 -14.478
C -24.018 10.941 -15.413
C -23.638 13.291 -14.702
N -22.440 9.740 -13.141
C -23.010 8.628 -12.358
C -21.366 9.304 -14.014
H -19.651 12.120 -13.636
H -20.298 13.833 -13.652
H -21.058 12.519 -14.657
H -21.068 13.667 -10.966
H -20.052 12.269 -11.114
H -21.697 12.077 -10.642
H -25.021 10.643 -15.028
H -24.196 11.419 -16.385
H -23.452 10.017 -15.518
H -23.208 13.584 -15.670
H -24.702 13.530 -14.859
H -23.225 13.866 -13.863
H -23.752 8.988 -11.645
H -23.414 7.894 -13.045
H -22.208 8.096 -11.840
H -21.125 10.030 -14.795
H -21.656 8.367 -14.521
H -20.409 9.192 -13.450
O -24.801 16.310 -14.345
P -24.409 16.703 -12.962
N -22.733 16.700 -12.754
C -22.023 16.800 -11.491
C -21.894 16.876 -13.914
N -24.878 15.793 -11.604
C -24.434 14.404 -11.471
C -26.167 16.034 -10.891
N -25.069 18.212 -12.624
C -24.601 19.046 -11.527
C -26.249 18.760 -13.351
H -21.517 17.765 -11.374
H -21.222 16.034 -11.432
H -22.650 16.670 -10.592
H -22.501 16.635 -14.813
H -21.037 16.205 -13.902
H -21.509 17.915 -14.121
H -24.439 14.083 -10.446
H -25.064 13.732 -12.076
H -23.390 14.308 -11.800
H -26.587 17.001 -11.166
H -26.916 15.250 -11.080
H -25.990 16.077 -9.794
H -25.393 19.122 -10.792
H -23.686 18.625 -11.075
H -24.306 20.030 -11.915
H -26.563 18.071 -14.124
H -26.122 19.775 -13.759
H -27.120 18.911 -12.638
O -20.437 8.950 -6.009
P -19.830 8.001 -7.025
N -20.052 6.378 -6.647
C -19.496 5.285 -7.521
C -20.016 6.086 -5.223
N -18.173 8.299 -7.124
C -17.637 9.392 -6.413
C -17.323 7.724 -8.152
N -20.321 8.189 -8.603
C -19.981 9.445 -9.208
C -21.437 7.452 -9.209
H -19.455 5.601 -8.571
H -20.026 4.371 -7.412
H -18.437 5.086 -7.249
H -20.329 5.067 -5.042
H -20.662 6.761 -4.645
H -19.002 6.132 -4.761
H -16.558 9.449 -6.506
H -18.061 10.350 -6.756
H -17.859 9.421 -5.326
H -17.978 7.005 -8.678
H -16.917 8.503 -8.875
H -16.491 7.172 -7.692
H -19.955 9.336 -10.292
H -20.757 10.199 -9.022
H -19.040 9.773 -8.825
H -21.751 6.644 -8.524
H -21.139 7.053 -10.179
H -22.288 8.101 -9.353
O -24.530 11.781 -5.105
P -24.032 11.990 -6.481
N -22.358 12.368 -6.512
C -21.691 12.817 -7.741
C -21.547 12.610 -5.293
N -24.661 13.284 -7.371
C -26.115 13.440 -7.671
C -24.067 14.599 -6.965
N -24.328 10.613 -7.393
C -23.826 9.427 -6.689
C -24.052 10.434 -8.845
H -21.236 13.805 -7.621
H -22.301 12.846 -8.670
H -20.898 12.097 -7.980
H -20.509 12.262 -5.472
H -22.041 12.081 -4.475
H -21.590 13.700 -5.117
H -26.142 13.855 -8.655
H -26.519 12.417 -7.662
H -26.519 14.084 -6.940
H -23.246 14.503 -6.261
H -23.753 15.192 -7.829
H -24.836 15.213 -6.468
H -23.841 9.594 -5.614
H -24.431 8.564 -6.915
H -22.773 9.238 -6.979
H -24.354 11.313 -9.432
H -24.707 9.631 -9.043
H -22.967 10.225 -9.070

---

Kohn-Sham gap? In order: 9.74, 8.66 eV.
DFT total energy? In order: -2874.8590, -7098.8422 hartree.